Formula: C5H12N2O2Pb
Source: the Open Molecules 2025 dataset
Level of theory: ωB97M-V with the def2-TZVPD basis set

Properties
**M**: 339.36 g mol⁻¹
**Energy**: -17697.078 eV
**Kohn-Sham gap (spin up / spin down)**: 0.270 / 0.270 hartree
**LUMO energy (spin up / spin down)**: -0.39 / -0.40 eV

XYZ file:
```
22
C5H12N2O2Pb, DFT ωB97M-V with the def2-TZVPD basis set
Pb 0.034 -1.656 -0.323
C 0.725 -4.530 -1.427
H 0.155 -4.108 -2.264
H 1.802 -4.544 -1.660
H 0.396 -5.577 -1.287
H 0.568 -3.987 -0.452
H 0.721 -2.696 1.093
C 0.582 3.060 -0.151
C 0.130 1.674 0.055
N 0.779 0.623 -0.484
O 1.962 1.079 -1.183
C -0.977 1.298 0.827
C -1.874 2.173 1.598
N -1.116 -0.066 0.839
O -2.011 -0.621 1.578
H 1.463 3.089 -0.790
H 0.826 3.566 0.793
H -0.199 3.684 -0.606
H 2.362 0.273 -1.570
H -2.927 2.085 1.289
H -1.834 1.966 2.679
H -1.569 3.217 1.447
```

***

Formula: CHBr2O2S
Source: the Open Molecules 2025 dataset
Level of theory: ωB97M-V with the def2-TZVPD basis set

Properties
**M**: 236.89 g mol⁻¹
**Energy**: -156069.008 eV
**ΔE to the lowest compared entry with this formula, charge and spin**: 1.172 eV
**Charge**: -1
**Kohn-Sham gap**: 0.264 hartree
**LUMO energy**: 3.40 eV

XYZ file:
```
7
CHBr2O2S, DFT ωB97M-V with the def2-TZVPD basis set
C -0.142 -0.328 -0.798
O -0.591 0.813 1.879
O 1.674 0.084 1.465
S 0.297 -0.285 1.516
Br 0.763 1.131 -1.648
Br -2.066 -0.221 -1.136
H 0.065 -1.194 -1.278
```

***

Formula: C4H5IN2
Source: the Open Molecules 2025 dataset
Level of theory: ωB97M-V with the def2-TZVPD basis set

Properties
**SMILES string**: CC1(I)C=NN=C1
**M**: 208.00 g mol⁻¹
**Energy**: -15306.480 eV
**ΔE to the lowest compared entry with this formula, charge and spin**: 3.064 eV
**Kohn-Sham gap**: 0.336 hartree
**LUMO energy**: -0.22 eV

XYZ file:
```
12
C4H5IN2, DFT ωB97M-V with the def2-TZVPD basis set
C -0.267 0.882 0.039
C 0.660 -0.254 -0.167
I 2.795 0.062 -0.093
C 0.660 -1.627 1.146
N 0.595 -2.715 0.525
N 0.410 -2.466 -0.851
C 0.451 -1.261 -1.237
H -0.114 1.762 -0.646
H -0.291 1.326 1.139
H -1.241 0.487 -0.251
H 0.529 -1.353 2.231
H 0.393 -1.198 -2.368
```

***

Formula: C6H10N3
Source: the Open Molecules 2025 dataset
Level of theory: ωB97M-V with the def2-TZVPD basis set

Properties
**M**: 124.17 g mol⁻¹
**Energy**: -10846.002 eV
**ΔE to the lowest compared entry with this formula, charge and spin**: 2.261 eV
**Charge**: +1
**Kohn-Sham gap**: 0.260 hartree
**LUMO energy**: -5.14 eV

XYZ file:
```
19
C6H10N3, DFT ωB97M-V with the def2-TZVPD basis set
C 0.532 1.353 -2.262
C 0.765 0.467 -1.218
C -1.372 0.302 -1.840
C 1.812 0.086 1.928
C 0.469 -0.060 1.760
C -0.070 -1.378 1.585
N -0.814 1.190 -2.644
N -0.445 -0.139 -0.977
N -1.331 -1.656 1.664
H 1.229 2.142 -2.454
H 1.591 0.291 -0.651
H -2.401 0.039 -2.091
H 2.229 1.058 2.201
H 2.505 -0.805 1.805
H -0.295 0.787 1.965
H 0.603 -2.213 1.458
H -1.405 1.725 -3.269
H -1.794 -2.320 1.048
H -1.808 -0.870 1.994
```

***

Formula: C3H3N3O2
Source: the Open Molecules 2025 dataset
Level of theory: ωB97M-V with the def2-TZVPD basis set

Properties
**SMILES string**: [H]/N=C1/C(=O)N=CN1O
**M**: 113.08 g mol⁻¹
**Energy**: -11721.767 eV
**ΔE to the lowest compared entry with this formula, charge and spin**: 4.190 eV
**Kohn-Sham gap**: 0.334 hartree
**LUMO energy**: -0.88 eV

XYZ file:
```
11
C3H3N3O2, DFT ωB97M-V with the def2-TZVPD basis set
H -0.077 -1.976 1.297
N 0.068 -0.996 1.716
C -0.030 -0.255 0.676
C 0.124 1.181 0.449
O 0.304 2.003 1.304
N 0.094 1.444 -0.920
C -0.152 0.310 -1.441
N -0.208 -0.791 -0.618
O -0.069 -2.069 -0.982
H -0.136 0.010 -2.512
H -0.994 -2.532 -0.713
```

***

Formula: C5H43N2O14
Source: the Open Molecules 2025 dataset
Level of theory: ωB97M-V with the def2-TZVPD basis set

Properties
**M**: 355.40 g mol⁻¹
**Energy**: -37518.936 eV
**ΔE to the lowest compared entry with this formula, charge and spin**: 4.777 eV
**Charge**: +1
**Kohn-Sham gap**: 0.350 hartree
**LUMO energy**: -2.32 eV

XYZ file:
```
64
C5H43N2O14, DFT ωB97M-V with the def2-TZVPD basis set
C 1.828 0.378 0.578
N 2.814 -0.708 0.351
C 3.852 -0.237 -0.627
C 0.373 -0.403 0.667
N 0.291 -1.178 1.925
C -0.844 -1.036 2.890
C -0.916 0.400 0.188
H 1.577 1.042 -0.263
H 1.953 0.975 1.445
H 2.465 -1.680 0.143
H 4.544 0.397 -0.046
H 4.298 -1.068 -1.255
H 3.399 0.615 -1.229
H 0.380 -1.282 0.017
H 1.175 -1.007 2.420
H 0.273 -2.192 1.610
H -1.401 -2.034 2.973
H -0.379 -0.558 3.822
H -1.421 -0.101 2.670
H -0.584 1.181 -0.491
H -1.495 -0.201 -0.554
H -1.465 0.870 1.061
H 3.221 -0.345 2.492
H 3.393 -1.093 3.754
O 2.730 -0.517 3.417
H 2.196 -4.028 0.683
H 1.181 -3.930 -0.450
O 1.406 -3.549 0.435
H -2.638 -3.692 0.714
H -2.900 -2.561 1.187
O -2.208 -3.208 1.273
H -2.269 -0.207 -2.909
H -3.052 -1.316 -2.184
O -2.450 -1.217 -3.042
H -4.816 -0.470 -1.607
H -5.281 -1.697 -1.904
O -4.621 -1.374 -1.430
H -0.457 2.407 1.187
H 0.330 3.313 1.921
O -0.237 2.510 2.102
H -4.306 1.011 -2.792
H -3.736 1.819 -1.887
O -4.448 1.203 -1.869
H -0.447 -1.819 -3.226
H 0.099 -2.028 -4.522
O 0.357 -2.086 -3.700
H 0.731 -0.279 -4.009
H 1.313 1.217 -4.288
O 0.918 0.670 -3.540
H 3.252 4.165 -1.210
H 2.416 3.789 -0.099
O 2.461 3.678 -1.006
H 3.325 1.724 3.624
H 4.213 3.137 3.592
O 3.339 2.782 3.780
H -5.460 -1.863 0.128
H -5.257 -3.275 -0.145
O -5.152 -2.656 0.622
H 2.253 3.552 2.643
H 1.654 4.943 2.227
O 1.935 4.103 1.818
H -0.656 1.331 -3.009
H -1.553 1.987 -3.980
O -1.494 1.696 -3.089
```